1.
Below is a molecular structure, C38H35N10O9S2Tl, with properties calculated with ωB97M-V/def2-TZVPD.

Computed properties:
Electronic energy in Ha: -3662.70448
Total charge: -2
HOMO in eV: -2.75
Relative energy (zero: lowest compared OMol25 entry of this formula, charge and spin) in kJ/mol: 15.39
Lowest unoccupied orbital energy in eV: 4.0

```
95
C38H35N10O9S2Tl (ωB97M-V/def2-TZVPD)
Tl 0.03 0.03 -0.96
C 4.30 5.13 -0.98
C 3.87 3.72 -0.72
C 3.66 2.81 -1.75
C 3.16 1.55 -1.51
C 2.85 1.12 -0.22
N 2.16 -0.09 0.01
C 2.83 -1.25 -0.22
C 4.16 -1.33 -0.72
C 4.78 -2.52 -1.00
C 4.15 -3.75 -0.82
C 4.81 -5.06 -1.16
C 2.87 -3.71 -0.27
C 2.25 -2.51 0.06
N 1.03 -2.63 0.79
C 0.80 -3.52 1.78
C -0.53 -3.44 2.12
C -1.05 -2.45 1.28
N -0.10 -1.96 0.49
C 3.12 2.01 0.82
C 3.61 3.28 0.58
N 2.85 1.65 2.17
C 2.15 2.39 3.06
C 2.17 1.71 4.26
C 2.93 0.55 3.98
N 3.34 0.53 2.72
H 4.86 5.20 -1.92
H 3.42 5.78 -1.07
H 4.92 5.52 -0.18
H 3.84 3.13 -2.78
H 2.93 0.88 -2.33
H 4.69 -0.40 -0.88
H 5.79 -2.50 -1.40
H 5.68 -4.89 -1.80
H 5.17 -5.58 -0.26
H 4.13 -5.73 -1.68
H 2.33 -4.63 -0.09
H 1.60 -4.12 2.16
H -1.05 -3.98 2.89
H -2.05 -2.04 1.23
H 3.79 3.95 1.42
H 1.68 3.31 2.77
H 1.70 1.99 5.18
H 3.20 -0.26 4.64
C -1.12 0.69 2.73
C -0.80 1.82 1.82
N -0.37 1.75 0.58
C -0.14 3.05 0.16
C -0.45 3.91 1.17
N -0.87 3.11 2.20
C -0.33 5.40 1.37
O 0.09 6.05 0.37
O -0.66 5.82 2.48
C 0.38 3.33 -1.20
O 0.58 4.59 -1.50
O 0.61 2.42 -1.97
H -1.03 -0.25 2.20
H -2.14 0.76 3.11
H -0.42 0.69 3.57
H -1.16 3.49 3.08
H 0.32 5.23 -0.71
N 0.40 -1.03 -2.77
C -0.64 -0.93 -3.48
N -0.74 -1.52 -4.75
C -1.79 -1.21 -5.69
C -2.07 -2.44 -6.53
O -0.89 -2.92 -7.17
C 0.11 -3.23 -6.21
C 0.46 -2.03 -5.36
H -1.48 -0.38 -6.36
H -2.68 -0.90 -5.16
H -2.78 -2.21 -7.33
H -2.48 -3.22 -5.89
H 0.97 -3.58 -6.78
H -0.25 -4.04 -5.56
H 0.93 -1.26 -6.00
H 1.17 -2.29 -4.57
O -1.94 0.30 -1.93
O -1.82 -0.29 -3.22
O -4.87 -2.96 4.85
S -4.59 -1.56 4.63
O -4.03 -0.84 5.74
N -3.74 -1.33 3.27
C -4.43 -0.66 2.34
S -3.88 -0.25 0.82
C -5.82 -0.29 2.80
C -6.80 0.40 2.10
C -8.01 0.63 2.73
C -8.25 0.17 4.03
C -7.27 -0.53 4.72
C -6.07 -0.74 4.08
H -6.59 0.75 1.10
H -8.79 1.17 2.21
H -9.21 0.36 4.50
H -7.44 -0.89 5.73
```

Löwdin population analysis, charges in e, atoms 1 to 5: 1.03 -0.05 -0.28 -0.04 -0.04


2.
Below is a molecular structure, C38H35N10O9S2Tl, with properties calculated with ωB97M-V/def2-TZVPD.

Computed properties:
Electronic energy in Ha: -3662.71035
Total charge: -2
HOMO in eV: -2.89
Relative energy (zero: lowest compared OMol25 entry of this formula, charge and spin) in kJ/mol: 0.00
Lowest unoccupied orbital energy in eV: 4.0

```
95
C38H35N10O9S2Tl (ωB97M-V/def2-TZVPD)
Tl -1.04 -0.18 -0.39
C -2.86 -3.84 4.81
C -2.43 -2.57 4.11
C -3.26 -1.93 3.21
C -2.82 -0.84 2.49
C -1.52 -0.33 2.63
N -1.01 0.65 1.76
C -1.48 1.93 1.92
C -2.46 2.30 2.86
C -2.94 3.59 2.97
C -2.49 4.61 2.14
C -3.03 6.01 2.24
C -1.49 4.28 1.24
C -0.96 3.00 1.15
N 0.18 2.84 0.31
C 1.21 3.71 0.21
C 2.03 3.28 -0.80
C 1.41 2.12 -1.29
N 0.31 1.86 -0.60
C -0.72 -0.95 3.59
C -1.16 -2.05 4.31
N 0.61 -0.48 3.83
C 1.72 -1.25 3.88
C 2.77 -0.41 4.19
C 2.17 0.86 4.31
N 0.86 0.81 4.10
H -3.94 -3.88 4.92
H -2.54 -4.71 4.23
H -2.41 -3.92 5.80
H -4.25 -2.32 3.02
H -3.45 -0.39 1.72
H -2.85 1.54 3.53
H -3.71 3.80 3.71
H -3.96 6.03 2.79
H -2.33 6.69 2.74
H -3.22 6.43 1.25
H -1.09 5.04 0.58
H 1.28 4.54 0.89
H 2.96 3.71 -1.13
H 1.74 1.43 -2.05
H -0.49 -2.50 5.03
H 1.68 -2.30 3.68
H 3.81 -0.67 4.29
H 2.63 1.81 4.53
C 2.84 -0.55 0.43
C 1.91 -1.69 0.62
N 0.61 -1.71 0.42
C 0.16 -2.96 0.81
C 1.22 -3.70 1.25
N 2.30 -2.89 1.11
C 1.38 -5.07 1.87
O 0.31 -5.75 1.97
O 2.52 -5.36 2.23
C -1.27 -3.31 0.70
O -1.64 -4.49 1.11
O -2.06 -2.49 0.24
H 2.32 0.29 0.00
H 3.65 -0.81 -0.24
H 3.25 -0.25 1.40
H 3.23 -3.18 1.37
H -0.81 -5.05 1.48
N -2.89 0.50 -1.19
C -2.96 0.07 -2.38
N -4.05 0.35 -3.22
C -4.31 -0.43 -4.42
C -5.11 0.42 -5.38
O -6.31 0.91 -4.79
C -6.02 1.67 -3.63
C -5.25 0.86 -2.61
H -4.88 -1.34 -4.18
H -3.37 -0.73 -4.87
H -5.41 -0.16 -6.25
H -4.49 1.27 -5.71
H -6.98 1.99 -3.23
H -5.43 2.56 -3.91
H -5.88 0.04 -2.24
H -4.96 1.47 -1.75
O -0.83 -0.98 -2.43
O -2.06 -0.67 -3.09
O 6.40 2.63 -2.68
S 6.18 1.29 -2.17
O 6.84 0.96 -0.93
N 4.60 0.92 -2.12
C 4.27 -0.05 -2.96
S 2.74 -0.68 -3.17
C 5.45 -0.57 -3.74
C 5.48 -1.58 -4.69
C 6.70 -1.89 -5.29
C 7.86 -1.20 -4.94
C 7.83 -0.19 -3.99
C 6.61 0.10 -3.41
H 4.56 -2.10 -4.94
H 6.74 -2.68 -6.03
H 8.80 -1.46 -5.42
H 8.72 0.35 -3.71
```

Löwdin population analysis, charges in e, atoms 1 to 5: 1.03 -0.05 -0.28 -0.04 -0.04


3.
Below is a molecular structure, C38H36Cl5N6O2S3Zr, with properties calculated with ωB97M-V/def2-TZVPD.

Computed properties:
Electronic energy in Ha: -5491.47495
Total charge: -1
HOMO in eV: -3.97
Relative energy (zero: lowest compared OMol25 entry of this formula, charge and spin) in kJ/mol: 45.78
Lowest unoccupied orbital energy in eV: 2.3

```
91
C38H36Cl5N6O2S3Zr (ωB97M-V/def2-TZVPD)
Zr -0.11 0.79 0.25
O 0.92 -0.92 0.71
C 2.04 -1.34 1.28
C 3.17 -1.64 0.51
C 4.35 -2.01 1.12
C 4.45 -2.10 2.50
C 3.33 -1.83 3.27
C 2.12 -1.49 2.68
C 0.89 -1.30 3.48
N -0.15 -1.96 3.21
C -1.39 -1.60 3.85
C -2.27 -0.89 2.81
N -1.61 0.33 2.38
C -1.89 1.36 3.09
C -1.14 2.59 3.13
C -1.68 3.71 3.77
C -0.93 4.84 4.00
C 0.43 4.82 3.66
C 1.00 3.72 3.05
C 0.21 2.61 2.70
O 0.72 1.61 2.02
H 3.08 -1.53 -0.56
H 5.22 -2.23 0.51
H 5.39 -2.37 2.98
H 3.38 -1.91 4.36
H 0.91 -0.56 4.29
H -1.25 -0.93 4.71
H -1.90 -2.50 4.19
H -3.24 -0.68 3.26
H -2.41 -1.55 1.95
H -2.71 1.30 3.81
H -2.72 3.68 4.08
H -1.36 5.71 4.46
H 1.05 5.69 3.86
H 2.05 3.71 2.77
S -0.87 1.17 -2.26
C 0.43 2.04 -3.06
C 0.20 2.69 -4.27
C 1.22 3.36 -4.93
C 2.50 3.39 -4.37
C 2.73 2.75 -3.16
C 1.71 2.07 -2.49
S 2.07 1.22 -1.00
H -0.80 2.66 -4.69
H 1.02 3.86 -5.87
H 3.30 3.92 -4.86
H 3.72 2.78 -2.71
Cl 1.76 4.40 -0.03
C 0.02 4.43 -0.12
C -0.71 3.25 -0.01
C -2.08 3.44 -0.07
Cl -3.08 2.00 0.10
C -2.73 4.65 -0.25
Cl -4.46 4.76 -0.30
C -1.96 5.80 -0.37
Cl -2.71 7.33 -0.59
C -0.57 5.68 -0.31
Cl 0.39 7.12 -0.45
S 0.72 -1.80 -3.00
C 2.03 -2.79 -3.19
N 3.29 -2.22 -3.26
C 4.45 -2.90 -3.39
C 4.46 -4.25 -3.45
C 3.21 -4.92 -3.37
C 2.05 -4.23 -3.24
H 3.28 -1.21 -3.19
H 5.34 -2.29 -3.42
H 5.39 -4.79 -3.55
H 3.18 -6.00 -3.41
H 1.09 -4.73 -3.17
C -0.37 -3.43 0.04
N -1.81 -3.24 0.00
C -2.57 -4.19 0.79
C -2.37 -2.09 -0.46
N -1.77 -0.94 -0.48
N -3.67 -2.25 -0.94
C -4.45 -1.06 -1.21
C -3.94 -3.34 -1.87
H -0.16 -4.47 -0.23
H 0.04 -3.21 1.03
H 0.10 -2.77 -0.69
H -2.16 -4.25 1.80
H -2.52 -5.19 0.35
H -3.61 -3.89 0.84
H -2.24 -0.36 -1.16
H -4.40 -0.37 -0.37
H -5.49 -1.35 -1.36
H -4.11 -0.52 -2.11
H -3.19 -4.11 -1.76
H -3.91 -2.98 -2.91
H -4.93 -3.76 -1.68
```

Löwdin population analysis, charges in e, atoms 1 to 5: 1.40 -0.36 -0.35 -0.03 -0.10


4.
Below is a molecular structure, C38H36FN6O5S5Zr, with properties calculated with ωB97M-V/def2-TZVPD.

Computed properties:
Electronic energy in Ha: -4312.13425
Total charge: +1
HOMO in eV: -6.24
Relative energy (zero: lowest compared OMol25 entry of this formula, charge and spin) in kJ/mol: 488.96
Lowest unoccupied orbital energy in eV: -2.6

```
92
C38H36FN6O5S5Zr (ωB97M-V/def2-TZVPD)
Zr 1.27 0.30 0.70
C 3.35 -0.64 3.69
C 4.26 -1.34 2.70
S 3.96 -0.83 0.98
C 3.91 -2.42 0.11
C 2.79 -3.36 0.52
S 1.17 -2.55 0.45
C 0.48 -2.97 2.07
C 1.24 -2.47 3.29
S 1.59 -0.68 3.30
H 3.57 0.43 3.74
H 3.51 -1.05 4.69
H 4.16 -2.43 2.75
H 5.30 -1.10 2.93
H 4.88 -2.90 0.21
H 3.81 -2.14 -0.94
H 2.95 -3.75 1.52
H 2.78 -4.22 -0.16
H 0.39 -4.06 2.12
H -0.53 -2.56 2.02
H 2.18 -3.00 3.42
H 0.63 -2.67 4.17
C -5.50 3.48 -0.57
C -5.26 2.48 0.55
N -3.98 1.80 0.44
C -2.90 2.34 1.10
C -1.72 1.70 1.20
C -0.62 2.46 1.82
O -0.73 3.55 2.33
O 0.59 1.86 1.72
C -1.58 0.38 0.61
O -0.53 -0.45 0.89
C -2.62 -0.12 -0.18
C -2.54 -1.36 -0.86
C -3.61 -1.81 -1.61
F -3.50 -3.03 -2.22
C -4.77 -1.09 -1.79
C -4.87 0.14 -1.10
C -3.86 0.61 -0.30
N -5.89 -1.56 -2.54
C -6.75 -2.47 -1.81
C -8.09 -2.60 -2.52
N -7.83 -3.07 -3.93
C -6.91 -2.13 -4.66
C -5.61 -2.05 -3.88
H -6.47 3.98 -0.45
H -5.48 3.00 -1.55
H -4.72 4.25 -0.57
H -6.05 1.73 0.58
H -5.28 2.99 1.51
H -3.02 3.33 1.51
H -1.64 -1.95 -0.81
H -5.78 0.71 -1.23
H -6.92 -2.08 -0.81
H -6.30 -3.48 -1.69
H -8.57 -1.63 -2.61
H -8.76 -3.31 -2.04
H -8.70 -3.20 -4.43
H -7.37 -3.99 -3.88
H -7.42 -1.17 -4.69
H -6.77 -2.52 -5.67
H -4.94 -1.35 -4.38
H -5.12 -3.03 -3.89
S 2.64 2.87 4.04
C 4.38 2.73 4.22
C 5.28 2.72 5.27
C 6.63 2.57 4.95
C 7.60 2.53 6.01
N 8.37 2.49 6.86
C 7.05 2.44 3.61
C 6.14 2.45 2.56
C 4.81 2.60 2.90
S 3.28 2.67 2.04
C 8.45 2.27 3.31
N 9.56 2.15 3.04
H 4.98 2.82 6.31
H 6.46 2.36 1.54
O 1.06 0.17 -1.56
C 2.14 0.79 -1.77
N 2.73 1.37 -0.72
C 3.96 1.90 -1.11
O 4.79 2.38 -0.38
C 4.07 1.66 -2.59
C 5.05 2.00 -3.49
C 4.87 1.62 -4.82
C 3.73 0.91 -5.22
C 2.75 0.56 -4.30
C 2.94 0.95 -2.99
H 5.93 2.55 -3.18
H 5.61 1.88 -5.56
H 3.62 0.63 -6.26
H 1.86 0.01 -4.60
```

Löwdin population analysis, charges in e, atoms 1 to 5: 1.49 -0.50 -0.46 0.88 -0.49


5.
Below is a molecular structure, C38H36GaN6O4Se2 at a distorted geometry, with properties calculated with ωB97M-V/def2-TZVPD.

Computed properties:
Electronic energy in Ha: -8826.61139
Total charge: +1
HOMO in eV: -9.82
Lowest unoccupied orbital energy in eV: -2.9

```
87
C38H36GaN6O4Se2 (ωB97M-V/def2-TZVPD)
Ga -0.07 -0.74 0.88
C 3.46 -4.03 2.32
O 2.69 -3.55 3.43
C 1.79 -2.70 2.92
N 1.75 -2.56 1.66
C 2.77 -3.40 1.08
C 3.72 -2.61 0.21
C 4.72 -3.29 -0.49
C 5.62 -2.59 -1.27
C 5.53 -1.21 -1.37
C 4.54 -0.53 -0.69
C 3.64 -1.23 0.10
C 0.92 -1.94 3.82
C 0.55 -2.39 5.09
C -0.28 -1.58 5.85
C -0.65 -0.34 5.37
C -0.22 0.02 4.09
N 0.53 -0.77 3.33
C -0.55 1.31 3.47
N -0.72 1.43 2.21
C -1.04 2.83 1.94
C -0.90 3.49 3.34
O -0.68 2.40 4.23
C -0.14 3.44 0.90
C 0.95 2.76 0.39
C 1.77 3.35 -0.56
C 1.50 4.64 -0.99
C 0.40 5.33 -0.50
C -0.41 4.73 0.44
H 4.49 -3.69 2.44
H 3.43 -5.12 2.33
H 2.28 -4.18 0.47
H 4.79 -4.36 -0.43
H 6.39 -3.12 -1.81
H 6.24 -0.67 -1.98
H 4.47 0.54 -0.76
H 2.86 -0.70 0.64
H 0.88 -3.36 5.43
H -0.63 -1.92 6.82
H -1.27 0.33 5.94
H -2.07 2.90 1.59
H -0.05 4.17 3.39
H -1.80 4.02 3.66
H 1.16 1.75 0.73
H 2.61 2.81 -0.96
H 2.15 5.11 -1.72
H 0.19 6.33 -0.85
H -1.28 5.26 0.81
O 1.62 -2.82 -6.12
C 1.56 -3.81 -5.12
C 1.14 -3.17 -3.79
C 2.18 -2.10 -3.35
O 2.09 -0.92 -4.08
C 1.10 -4.27 -2.73
Se -0.20 -3.87 -1.27
C -0.23 -2.53 -3.96
Se -0.84 -1.86 -2.23
H 1.86 -3.24 -6.96
H 2.55 -4.27 -4.98
H 0.84 -4.59 -5.39
H 3.18 -2.55 -3.42
H 2.01 -1.83 -2.30
H 2.16 -1.14 -5.02
H 2.08 -4.39 -2.28
H 0.78 -5.22 -3.16
H -0.96 -3.26 -4.33
H -0.18 -1.68 -4.64
N -9.52 4.72 1.15
C -8.53 4.24 0.83
C -7.30 3.64 0.49
C -6.56 4.08 -0.61
C -5.35 3.49 -0.91
C -4.85 2.47 -0.11
C -5.59 2.02 0.99
C -6.81 2.60 1.28
N -3.61 1.87 -0.39
C -2.63 2.35 -1.23
C -1.60 1.47 -1.18
N -1.92 0.46 -0.32
C -3.12 0.72 0.13
H -6.94 4.88 -1.22
H -4.79 3.84 -1.77
H -5.22 1.23 1.62
H -7.39 2.25 2.12
H -2.73 3.27 -1.78
H -0.67 1.48 -1.71
H -3.66 0.08 0.80
```

Löwdin population analysis, charges in e, atoms 1 to 5: 0.84 -0.05 0.04 -0.32 0.07